Here is a 3-piece molecular cluster, C36H47F17N2O6 overall at a distorted geometry from the Open Molecules 2025 dataset. Energies are from ωB97M-V/def2-TZVPD.

Last column: Löwdin charge in e.
CARTESIAN COORDINATES (ANGSTROEM)
C -6.402 -3.624 -0.049  -0.100
C -6.875 -2.506 -1.199  -0.232
O -5.745 -1.564 -1.318  -0.261
C -5.138 -1.642 -2.688  -0.180
C -4.497 -3.110 -3.037  -0.170
C -2.874 -3.127 -3.265  -0.212
C -2.029 -2.060 -2.352  -0.203
C -2.310 -2.210 -0.715  -0.113
C -1.104 -1.297 0.000  -0.038
C -1.230 0.207 0.163  -0.048
C -2.571 1.007 -0.349  -0.127
C -3.663 1.114 0.882  -0.262
N -3.569 2.497 1.531  -0.059
C 0.069 1.009 0.846  -0.158
O -0.095 2.063 1.650  -0.046
C 1.557 0.373 0.422  0.022
C 2.868 1.346 0.169  -0.064
C 2.727 2.970 0.383  -0.096
C 4.286 0.595 -0.300  -0.020
C 5.611 1.538 -0.597  -0.231
N 5.612 1.767 -2.122  -0.027
C 4.395 -1.059 -0.518  -0.009
C 5.817 -1.774 -1.033  -0.168
O 5.595 -2.727 -2.138  -0.241
C 5.214 -2.051 -3.387  -0.235
C 3.825 -2.761 -3.989  -0.091
C 3.094 -2.032 -0.243  -0.038
C 3.065 -3.668 -0.383  -0.133
C 2.017 -4.240 -1.518  -0.122
F 1.200 -5.345 -0.891  -0.163
C 1.691 -1.282 0.216  0.027
C 0.269 -2.120 0.484  -0.173
O 0.202 -3.318 1.069  -0.026
H -7.287 -3.975 0.631  0.073
H -5.489 -3.163 0.539  0.080
H -5.975 -4.608 -0.572  0.071
H -7.175 -3.025 -2.223  0.131
H -7.831 -1.977 -0.723  0.126
H -4.425 -0.730 -2.869  0.118
H -6.062 -1.480 -3.427  0.128
H -4.751 -3.961 -2.275  0.100
H -4.982 -3.446 -4.075  0.121
H -2.381 -4.205 -3.149  0.123
H -2.671 -2.825 -4.402  0.116
H -2.261 -0.961 -2.679  0.094
H -0.863 -2.231 -2.546  0.115
H -3.314 -1.709 -0.379  0.099
H -2.235 -3.349 -0.454  0.130
H -3.121 0.421 -1.228  0.095
H -2.224 2.087 -0.665  0.127
H -4.737 1.084 0.364  0.120
H -3.499 0.252 1.657  0.115
H -3.757 2.388 2.557  0.065
H -2.619 2.926 1.357  0.055
H 2.058 3.385 -0.508  0.102
H 3.742 3.556 0.344  0.052
H 2.198 3.284 1.389  0.089
H 6.549 0.888 -0.267  0.117
H 5.640 2.535 0.015  0.098
H 6.570 1.624 -2.514  0.070
H 5.227 2.709 -2.355  0.061
H 6.296 -2.290 -0.069  0.148
H 6.552 -0.941 -1.469  0.119
H 6.046 -2.296 -4.208  0.127
H 5.109 -0.888 -3.313  0.116
H 3.969 -3.919 -3.879  0.074
H 2.943 -2.342 -3.345  0.070
H 3.699 -2.558 -5.156  0.092
H 4.153 -4.147 -0.490  0.127
H 2.665 -4.079 0.665  0.131
H 1.233 -3.411 -1.844  0.111
H 2.549 -4.740 -2.443  0.109
C -6.664 -2.749 5.596  -0.053
C -8.103 -2.635 6.123  -0.430
C -9.169 -3.284 5.250  -0.290
F -9.213 -2.768 4.001  0.083
F -10.408 -3.089 5.781  0.090
F -8.383 -1.326 6.364  0.123
F -8.132 -3.247 7.351  0.100
O -6.167 -1.635 4.848  0.034
C -6.549 -1.601 3.473  -0.474
C -7.498 -0.440 3.143  -0.260
F -8.604 -0.451 3.926  0.088
F -7.931 -0.515 1.855  0.090
F -7.048 -2.811 3.126  0.108
F -5.392 -1.461 2.770  0.125
H -6.014 -2.793 6.478  0.152
H -6.484 -3.701 5.078  0.147
H -9.013 -4.365 5.172  0.176
H -6.998 0.523 3.280  0.177
C 8.306 6.424 -1.597  -0.053
C 7.036 5.613 -1.298  -0.429
C 5.787 6.440 -1.021  -0.285
F 5.929 7.270 0.037  0.089
F 4.733 5.632 -0.726  0.079
F 7.295 4.744 -0.285  0.116
F 6.789 4.831 -2.398  0.090
O 9.188 6.660 -0.495  0.033
C 8.829 7.749 0.354  -0.475
C 8.405 7.299 1.759  -0.263
F 7.395 6.395 1.720  0.086
F 7.957 8.352 2.495  0.096
F 7.891 8.501 -0.268  0.121
F 9.937 8.534 0.440  0.139
H 8.902 5.821 -2.293  0.152
H 8.091 7.347 -2.152  0.148
H 5.506 7.038 -1.894  0.178
H 9.244 6.842 2.292  0.177

Its LUMO energy is -1.23 eV. The calculation puts the total energy at -3657.870087 hartree. The max |F| comes out at 8.139 eV Å⁻¹. The calculation puts the HOMO energy at -8.4 eV. As for the SMILES: CCOCCCCCC1=C(CCN)C(=O)c2c(C)c(CN)c(COCC)c(CCF)c2C1=O.FC(F)C(F)(F)COC(F)(F)C(F)F.FC(F)C(F)(F)COC(F)(F)C(F)F.

Here is C36H47InN6O5PTe as an isolated structure at a distorted geometry from the Open Molecules 2025 dataset. Energies are from ωB97M-V/def2-TZVPD.

Last column: Löwdin charge in e.
CARTESIAN COORDINATES (ANGSTROEM)
In -12.002 -9.358 14.045  1.068
O -9.481 -6.721 11.648  0.072
C -9.988 -7.642 12.277  -0.439
N -10.845 -7.555 13.370  0.013
C -11.107 -6.409 14.076  -0.243
C -10.318 -5.229 13.976  0.006
C -10.550 -4.166 14.864  -0.088
C -11.606 -4.206 15.758  -0.106
C -12.474 -5.291 15.828  -0.003
C -12.265 -6.339 14.883  -0.208
N -12.905 -7.593 14.894  -0.006
C -14.284 -7.675 14.886  -0.438
O -15.083 -6.880 15.414  0.049
C -14.920 -8.847 14.203  -0.161
C -16.341 -8.995 14.250  0.042
C -16.912 -9.928 13.386  -0.010
C -16.068 -10.816 12.667  -0.022
C -14.665 -10.696 12.760  -0.083
N -14.124 -9.729 13.546  -0.002
C -9.821 -9.067 11.869  -0.126
C -8.896 -9.391 10.868  0.020
C -8.535 -10.682 10.695  -0.016
C -9.052 -11.734 11.507  0.000
C -10.037 -11.345 12.395  -0.128
N -10.398 -10.073 12.629  0.009
H -9.523 -5.187 13.211  0.107
H -9.944 -3.279 14.812  0.098
H -11.642 -3.398 16.509  0.111
H -13.375 -5.302 16.448  0.110
H -16.814 -8.220 14.917  0.148
H -18.020 -10.098 13.384  0.137
H -16.379 -11.543 11.945  0.105
H -13.967 -11.311 12.162  0.127
H -8.489 -8.630 10.222  0.134
H -7.837 -10.926 9.932  0.114
H -8.646 -12.733 11.443  0.114
H -10.598 -12.091 13.000  0.119
N -9.308 -9.558 16.935  -0.013
C -9.196 -10.229 18.268  -0.239
C -10.554 -10.683 18.834  -0.188
C -11.836 -10.188 18.158  -0.209
C -12.443 -10.882 16.953  -0.210
N -11.500 -10.840 15.767  -0.014
H -8.436 -9.629 16.420  0.080
H -9.572 -8.576 17.104  0.103
H -8.782 -9.595 19.069  0.108
H -8.435 -11.015 18.168  0.113
H -10.603 -10.319 19.902  0.129
H -10.497 -11.761 18.862  0.102
H -11.632 -9.145 17.924  0.108
H -12.661 -10.196 18.900  0.129
H -13.337 -10.325 16.658  0.096
H -12.780 -11.910 17.292  0.145
H -11.453 -11.782 15.460  0.067
H -10.510 -10.681 16.104  0.066
C -10.596 -17.880 14.595  -0.482
Te -9.501 -16.564 13.264  1.047
C -8.027 -18.268 13.363  -0.399
C -8.545 -19.315 14.273  -0.286
C -7.774 -20.413 14.621  -0.053
C -8.191 -21.284 15.614  -0.072
C -9.448 -21.096 16.218  -0.078
C -10.312 -20.099 15.780  -0.051
C -9.832 -19.142 14.897  -0.267
H -11.588 -18.077 14.245  0.038
H -10.667 -17.269 15.524  0.048
H -7.100 -17.786 13.802  0.071
H -7.811 -18.515 12.338  0.036
H -6.884 -20.676 14.014  0.129
H -7.612 -22.143 15.865  0.095
H -9.770 -21.725 17.025  0.097
H -11.245 -20.031 16.368  0.124
C -3.715 -8.042 15.395  -0.078
C -4.552 -9.221 15.828  -0.298
O -3.786 -10.453 15.602  -0.369
P -4.313 -12.000 15.844  0.817
O -2.949 -12.779 15.260  -0.357
C -2.148 -12.283 14.141  -0.298
C -1.340 -13.479 13.574  -0.079
O -4.414 -12.339 17.404  -0.365
C -3.359 -12.402 18.434  -0.258
C -3.905 -11.731 19.646  -0.098
H -4.287 -7.079 15.570  0.099
H -3.508 -8.160 14.337  0.071
H -2.758 -8.035 15.966  0.090
H -5.491 -9.321 15.317  0.087
H -4.814 -9.199 16.880  0.099
H -1.540 -11.431 14.396  0.097
H -2.902 -11.966 13.350  0.117
H -0.862 -14.027 14.423  0.085
H -0.588 -13.036 12.926  0.069
H -2.119 -14.124 13.096  0.085
H -2.448 -11.874 18.034  0.130
H -3.153 -13.459 18.559  0.113
H -3.808 -10.645 19.595  0.075
H -3.515 -12.153 20.586  0.082
H -5.001 -11.944 19.779  0.089

Its relative energy (zero: lowest compared OMol25 entry of this formula, charge and spin) is 0.455 eV. Its LUMO energy is -3.31 eV. The calculation puts the total energy at -2904.037377 hartree. The max |F| comes out at 3.615 eV Å⁻¹. The calculation puts the HOMO energy at -9.7 eV. Its charge is +1.

Here is C36H48AgN7O2 as an isolated structure from the Open Molecules 2025 dataset. Energies are from ωB97M-V/def2-TZVPD.

Last column: Löwdin charge in e.
CARTESIAN COORDINATES (ANGSTROEM)
Ag -0.467 -0.947 -2.189  0.725
C -2.957 4.286 3.052  -0.046
C -1.753 4.280 2.097  -0.560
C -0.477 4.255 2.940  -0.071
C -1.759 5.571 1.263  -0.045
C -1.855 3.065 1.179  -0.162
C -0.878 2.128 1.086  0.027
C -1.019 0.996 0.221  -0.170
N -0.096 0.074 -0.034  0.104
C 0.985 -0.286 0.653  -0.170
C 1.293 0.098 1.991  0.020
C 2.431 -0.310 2.612  -0.158
C 3.304 -1.199 1.902  0.039
C 3.051 -1.701 0.659  -0.087
C 1.864 -1.240 -0.050  -0.297
O 1.603 -1.632 -1.206  -0.096
C 3.965 -2.739 0.000  -0.540
C 3.157 -4.006 -0.332  -0.046
C 4.576 -2.158 -1.285  -0.047
C 5.113 -3.160 0.919  -0.074
C 2.733 0.161 4.040  -0.556
C 1.592 -0.254 4.980  -0.047
C 4.036 -0.430 4.584  -0.070
C 2.861 1.693 4.050  -0.043
C -2.271 0.815 -0.541  -0.295
O -2.474 -0.251 -1.155  -0.077
C -3.244 1.900 -0.517  -0.084
C -3.022 2.927 0.345  0.033
C -4.426 1.871 -1.487  -0.539
C -5.311 0.634 -1.258  -0.044
C -3.866 1.845 -2.920  -0.040
C -5.312 3.108 -1.343  -0.073
H -2.887 5.135 3.740  0.084
H -2.983 3.366 3.641  0.092
H -3.903 4.368 2.513  0.077
H -0.470 5.112 3.616  0.086
H 0.419 4.314 2.316  0.088
H -0.420 3.346 3.546  0.081
H -1.695 6.445 1.918  0.084
H -2.671 5.663 0.668  0.077
H -0.906 5.588 0.579  0.091
H 0.065 2.283 1.584  0.086
H 0.572 0.689 2.539  0.097
H 4.201 -1.525 2.407  0.081
H 2.370 -3.792 -1.053  0.068
H 2.696 -4.410 0.574  0.091
H 3.821 -4.771 -0.746  0.080
H 3.793 -1.834 -1.969  0.061
H 5.192 -2.915 -1.783  0.081
H 5.214 -1.301 -1.050  0.088
H 4.746 -3.561 1.867  0.088
H 5.793 -2.329 1.133  0.086
H 5.693 -3.944 0.427  0.083
H 1.456 -1.338 4.965  0.092
H 0.645 0.208 4.693  0.076
H 1.816 0.052 6.007  0.084
H 4.000 -1.522 4.624  0.088
H 4.200 -0.063 5.599  0.084
H 4.897 -0.131 3.980  0.087
H 1.931 2.171 3.729  0.064
H 3.656 2.016 3.373  0.091
H 3.097 2.051 5.057  0.085
H -3.754 3.724 0.392  0.092
H -4.761 -0.285 -1.452  0.070
H -6.179 0.678 -1.923  0.081
H -5.673 0.607 -0.225  0.090
H -3.230 0.973 -3.076  0.066
H -3.274 2.744 -3.116  0.090
H -4.686 1.808 -3.644  0.085
H -5.746 3.179 -0.341  0.086
H -6.135 3.038 -2.058  0.084
H -4.765 4.031 -1.555  0.086
N 3.504 -0.077 -6.730  0.165
C 2.494 -0.390 -5.891  -0.507
N 2.510 -1.613 -5.315  0.188
N 1.573 0.500 -5.669  0.110
C 0.576 0.223 -4.859  -0.328
N -0.310 -0.010 -4.151  0.074
H 4.080 -0.800 -7.120  0.106
H 3.395 0.773 -7.255  0.112
H 3.340 -2.176 -5.355  0.109
H 1.905 -1.759 -4.521  0.095
N -3.731 -4.967 1.702  0.162
C -3.319 -4.763 0.648  -0.172
C -2.807 -4.529 -0.680  -0.199
C -3.143 -5.378 -1.729  -0.012
C -2.626 -5.115 -2.983  -0.047
C -1.791 -4.020 -3.138  -0.120
N -1.461 -3.207 -2.137  0.031
C -1.965 -3.451 -0.931  -0.075
H -3.798 -6.221 -1.556  0.124
H -2.866 -5.745 -3.829  0.108
H -1.370 -3.780 -4.108  0.111
H -1.700 -2.757 -0.140  0.121

Its relative energy (zero: lowest compared OMol25 entry of this formula, charge and spin) is 0.000 eV. Its LUMO energy (alpha / beta) is -0.75 / -0.75 eV. The calculation puts the total energy at -2081.351787 hartree. The max |F| comes out at 0.765 eV Å⁻¹. The calculation puts the HOMO energy (alpha / beta) at -6.5 / -6.5 eV.